Below is a single C18H15N5O2S2 molecule, with properties calculated with ωB97M-V/def2-TZVPD.

The geometry in XYZ format:
```
42
Properties=species:S:1:pos:R:3:forces:R:3:mulliken_charge:R:1
O -1.739 -4.015 0.585 0.22 -0.25 0.45 -0.6128
N 0.924 5.883 -1.948 1.27 -0.15 -2.43 -0.6409
N -1.869 0.198 3.329 -0.15 0.42 0.16 -0.5780
N -1.760 0.151 -1.234 -0.08 0.14 0.56 -0.6852
O 0.254 -4.278 -0.444 0.17 0.44 -0.42 -0.3673
S -0.566 2.383 2.935 -0.22 -0.53 0.11 -0.0786
S 1.915 3.793 -3.264 -0.42 1.29 0.58 -0.1903
C -1.007 -3.809 -0.347 -1.44 0.67 -0.28 0.5635
C 1.719 5.548 -2.935 0.04 -0.02 0.98 -0.1190
C -1.486 0.996 2.370 0.40 -0.13 0.82 0.6623
C -2.191 -0.923 -0.615 -0.24 0.72 0.00 0.3925
C -0.748 1.823 4.574 -0.86 -0.93 -1.37 -0.3948
C -1.491 1.055 -0.231 1.14 0.95 -0.74 0.8431
C -1.725 0.556 1.019 -0.27 -0.58 -1.50 -0.5758
C -1.507 0.679 4.552 0.67 0.43 0.91 0.1796
C -0.592 4.765 -0.434 -0.72 -1.44 -0.11 -0.6828
C -1.179 3.546 -0.031 0.21 1.36 0.10 -0.4576
C 0.191 2.321 -1.546 0.27 -0.73 -0.90 -0.3932
C 0.321 4.752 -1.494 -0.25 -0.66 2.10 -0.1197
C 0.769 3.517 -1.974 -0.48 -0.13 -0.56 0.4797
C -0.809 2.311 -0.585 0.00 0.85 -0.17 0.3446
N -2.211 -0.714 0.740 -0.01 -1.07 0.26 -0.0443
N -1.392 -3.055 -1.454 0.97 -1.12 0.51 0.0757
C -1.885 -0.069 5.789 0.19 -0.51 -0.23 -1.2166
C -2.584 -2.179 -1.358 1.42 0.24 0.39 -1.2171
C 0.884 -3.662 -1.580 0.49 -0.02 -0.38 -0.3809
C -0.192 -2.830 -2.279 -0.49 1.29 0.25 -0.0110
H 2.346 6.285 -3.441 -0.25 -0.36 -0.02 0.4187
H -0.320 2.274 5.445 0.08 0.40 0.02 0.4256
H -0.883 5.712 -0.003 -0.08 -0.03 0.04 0.4279
H -1.966 3.598 0.720 0.14 -0.14 -0.13 0.6745
H 0.458 1.390 -2.069 -0.10 0.41 0.48 0.3545
H -2.272 -1.450 1.436 -0.27 0.18 -0.08 0.3867
H -1.758 0.519 6.686 0.16 0.23 0.16 0.3680
H -1.275 -0.977 5.878 -0.14 0.12 0.02 0.2584
H -2.921 -0.377 5.742 -0.28 -0.11 -0.07 0.3183
H -2.922 -1.979 -2.371 0.14 0.43 0.03 0.4172
H -3.410 -2.637 -0.842 0.05 -0.77 0.24 0.4131
H 1.252 -4.407 -2.279 -0.08 -0.51 0.22 0.2640
H 1.784 -3.078 -1.299 -0.75 -0.19 0.31 0.2816
H -0.339 -3.176 -3.305 -0.06 0.32 0.08 0.3089
H 0.105 -1.760 -2.234 -0.36 -0.50 -0.41 -0.0923
```
Positions in Å, forces in eV/Å.

Summary:
Energy above the lowest of the compared OMol25 structures with the same formula, charge and spin in kcal per mole: 11.5
HOMO in eV: -8.0



Below is a 2-piece molecular cluster, C11H15N overall, with properties calculated with ωB97M-V/def2-TZVPD.

The geometry in XYZ format:
```
27
Properties=species:S:1:pos:R:3:forces:R:3:mulliken_charge:R:1
C -1.250 -0.644 3.567 0.15 -0.86 -1.04 -1.2735
C 0.346 -0.737 1.388 0.92 -0.60 -0.48 0.7823
C 0.053 -0.695 2.794 -0.99 -0.35 0.42 0.6224
C 1.783 -0.812 1.310 -1.43 1.46 -1.29 -0.2862
C 1.226 -0.792 3.449 0.81 0.76 0.28 -0.6737
C 0.280 -0.626 -1.024 0.97 -1.04 0.03 -0.2640
C 1.710 -0.609 -1.068 -2.03 -0.43 -1.03 -0.6011
C -0.390 -0.802 0.169 0.32 1.73 0.31 -0.7316
C 2.422 -0.727 0.060 2.09 -0.70 1.78 -0.4537
N 2.293 -0.707 2.565 -0.57 -1.18 0.41 -0.0827
H -0.226 -0.751 -1.974 -0.23 0.44 0.14 0.4209
H 2.163 -0.661 -2.042 0.32 0.19 -0.11 0.4075
H -1.462 -0.656 0.135 -0.17 -0.56 0.32 0.3301
H 3.511 -0.914 0.046 -0.52 0.49 -0.18 0.2608
H -1.045 -0.338 4.597 -0.32 -0.19 -0.21 0.3531
H -1.735 -1.633 3.494 0.15 0.26 0.51 0.2634
H 1.351 -0.934 4.511 0.26 0.33 0.01 0.3957
H 3.247 -0.538 2.804 0.25 -0.21 0.06 0.1757
H -1.969 0.013 3.093 0.01 0.47 0.08 0.3399
C -1.760 1.063 -3.779 1.09 -0.91 -0.67 -0.8076
C -1.379 2.403 -3.092 -0.43 -0.54 -1.86 -0.7541
H -0.789 0.558 -3.971 -0.60 -0.09 0.09 0.1946
H -2.364 0.335 -3.238 0.00 0.33 0.46 0.2599
H -2.207 1.081 -4.781 -0.10 0.67 0.29 0.3412
H -1.546 3.205 -3.832 -0.08 -0.08 0.57 0.3089
H -0.297 2.339 -2.979 -0.18 0.41 0.82 0.2126
H -1.965 2.580 -2.201 0.29 0.19 0.29 0.2593
```
Positions in Å, forces in eV/Å.

Summary:
Energy above the lowest of the compared OMol25 structures with the same formula, charge and spin in kcal per mole: 23.4
HOMO in eV: -8.0



Below is a single C23H24N4O7S molecule, with properties calculated with ωB97M-V/def2-TZVPD.

The geometry in XYZ format:
```
59
Properties=species:S:1:pos:R:3:forces:R:3:mulliken_charge:R:1
C -0.461 1.622 -1.528 0.37 0.25 0.19 -0.5723
H -0.643 2.697 -1.527 0.06 -0.06 -0.02 0.3343
H -0.268 1.300 -0.503 0.02 0.02 -0.07 0.2276
H 0.383 1.373 -2.168 -0.05 -0.01 0.02 0.2507
O -1.576 0.930 -2.073 -0.39 -0.21 -0.20 -0.4341
C -2.749 1.132 -1.474 -0.40 0.20 0.40 0.5589
N -2.807 1.959 -0.441 0.33 0.20 -0.07 -0.3978
C -3.992 2.097 0.144 -0.03 -0.75 -0.72 0.3339
N -5.084 1.418 -0.160 -0.24 0.46 0.22 -0.2940
C -5.016 0.560 -1.172 1.18 0.82 -0.20 0.3162
C -3.862 0.419 -1.930 -0.22 0.00 0.00 -0.5561
H -3.788 -0.249 -2.769 0.04 -0.19 -0.08 0.4122
N -6.136 -0.232 -1.337 -0.82 -0.43 0.39 -0.3217
H -6.115 -0.831 -2.149 -0.01 -0.19 0.01 0.3760
S -6.548 -1.145 0.058 0.12 -0.22 -0.27 1.2617
O -7.171 -0.321 1.038 0.32 0.14 0.03 -0.6153
O -7.263 -2.272 -0.460 0.25 -0.10 -0.22 -0.7119
C -4.891 -1.585 0.545 -0.65 0.07 0.04 -0.0482
C -4.194 -2.461 -0.269 0.00 -0.15 0.10 -1.2356
C -2.819 -2.528 -0.193 0.12 0.05 0.11 -0.6101
C -2.126 -1.676 0.676 -0.86 -0.11 -0.07 1.1405
C -2.854 -0.853 1.548 0.13 -0.18 -0.13 -0.6764
C -4.229 -0.807 1.480 -0.02 -0.12 0.08 -0.0724
H -4.808 -0.157 2.115 0.01 0.16 0.07 0.5047
H -2.320 -0.219 2.239 0.05 0.08 0.09 0.4236
N -0.758 -1.565 0.689 0.59 0.44 0.39 -0.0410
C 0.155 -2.249 -0.026 0.17 0.00 0.00 -0.2000
C 1.462 -1.881 -0.073 -0.11 -0.18 -0.06 -1.1415
C 1.951 -0.680 0.564 -0.18 -0.08 0.02 1.1916
O 1.213 0.078 1.208 0.12 0.04 0.02 -0.8365
C 3.377 -0.334 0.378 0.43 0.38 0.08 0.3685
C 3.745 1.007 0.435 -0.17 -0.18 -0.01 -1.2935
C 5.061 1.378 0.255 0.14 0.04 -0.01 -0.3781
C 6.061 0.435 0.035 0.10 -0.10 -0.01 1.3358
C 5.707 -0.930 0.015 -0.06 0.01 0.02 0.2175
C 4.373 -1.283 0.177 0.06 0.21 -0.01 -0.7445
H 4.153 -2.339 0.173 -0.03 -0.14 -0.03 0.4687
O 6.537 -1.995 -0.170 -0.34 0.14 -0.08 -0.4660
C 7.940 -1.854 -0.135 0.50 -0.09 -0.01 -0.7519
H 8.326 -2.872 -0.189 0.00 0.08 0.02 0.2863
H 8.312 -1.278 -0.985 -0.02 -0.08 0.10 0.2413
H 8.276 -1.388 0.793 -0.01 -0.03 -0.06 0.3027
O 7.371 0.771 -0.168 -0.34 -0.41 0.00 -0.4267
C 7.745 2.126 -0.108 0.07 0.24 0.00 -0.9527
H 8.821 2.135 -0.276 -0.08 0.06 0.02 0.2533
H 7.529 2.562 0.872 -0.01 -0.01 -0.04 0.3677
H 7.253 2.715 -0.888 0.01 -0.02 0.05 0.3559
H 5.310 2.426 0.284 0.07 0.08 -0.01 0.3854
H 2.984 1.752 0.608 -0.06 0.06 0.03 0.4535
H 2.149 -2.471 -0.653 -0.01 -0.11 -0.08 0.3131
H -0.182 -3.126 -0.564 -0.04 0.01 -0.02 0.3188
H -0.338 -0.771 1.194 -0.16 -0.21 -0.16 0.2821
H -2.284 -3.197 -0.848 0.03 -0.06 -0.09 0.2573
H -4.746 -3.068 -0.970 0.02 -0.10 -0.16 0.4661
O -4.033 2.959 1.146 0.30 0.16 0.13 -0.4155
C -5.299 3.148 1.766 -0.36 0.05 0.23 -0.6081
H -5.795 2.194 1.947 0.03 0.12 0.06 0.2551
H -5.095 3.672 2.697 -0.01 -0.02 -0.07 0.2539
H -5.944 3.753 1.125 0.02 -0.04 0.04 0.2873
```
Positions in Å, forces in eV/Å.

Summary:
Energy above the lowest of the compared OMol25 structures with the same formula, charge and spin in kcal per mole: 1.9
HOMO in eV: -8.2



Below is an isolated ion of composition C7H13NO2PS and charge -1, with properties calculated with ωB97M-V/def2-TZVPD.

The geometry in XYZ format:
```
25
Properties=species:S:1:pos:R:3:forces:R:3:mulliken_charge:R:1
C 1.869 1.432 1.470 1.37 0.81 0.06 -0.8803
C 2.149 0.264 0.889 0.62 3.30 0.30 0.5220
C 0.333 -2.215 0.000 -0.31 0.85 -3.43 0.6461
C -0.467 0.947 -1.998 0.07 -1.10 1.06 -0.8747
C -1.620 -0.378 1.759 -2.19 -1.30 -0.84 -0.9253
C 2.711 -1.768 -0.791 0.44 0.03 -0.46 -0.9593
C 1.231 -1.833 -0.982 3.13 0.02 0.29 -0.3832
N -0.768 0.602 -0.526 0.39 2.51 -1.29 -0.0492
O -1.010 -1.988 -0.525 -1.20 0.57 0.17 -0.2684
O 0.408 -2.769 1.047 0.43 -0.98 2.86 -0.6476
P -1.910 -0.671 -0.154 1.59 0.21 1.28 -0.0827
S 3.409 0.058 -0.218 0.23 -1.39 -1.08 -0.2674
H 1.139 1.469 2.270 -0.16 0.34 -0.21 0.3075
H 2.531 2.314 1.222 -0.97 -0.85 0.64 0.2055
H 1.479 -0.492 0.985 -1.51 -2.43 0.52 -0.1849
H -1.319 1.598 -2.407 1.13 -1.44 -0.15 0.2718
H 0.503 1.494 -2.160 -0.87 -0.15 0.86 0.2633
H -0.169 -0.079 -2.430 -1.46 1.74 -0.11 0.2640
H -2.269 0.539 1.917 1.07 -0.91 0.39 0.2922
H -0.575 -0.349 2.030 0.19 0.58 -0.11 0.1879
H -2.038 -1.286 2.324 0.26 1.41 -0.82 0.3195
H 3.376 -1.919 -1.691 -1.06 0.14 0.70 0.3943
H 3.138 -2.382 -0.004 -0.29 -0.08 0.16 0.3508
H 0.988 -1.370 -1.905 -0.89 0.11 -0.34 0.2400
H -0.843 1.530 -0.015 -0.01 -2.00 -0.42 0.2583
```
Positions in Å, forces in eV/Å.

Summary:
Energy above the lowest of the compared OMol25 structures with the same formula, charge and spin in kcal per mole: 17.8
HOMO in eV: -3.2
Net charge: -1



Below is C4H4N2 as an isolated structure, with properties calculated with ωB97M-V/def2-TZVPD.

The geometry in XYZ format:
```
10
Properties=species:S:1:pos:R:3:forces:R:3:mulliken_charge:R:1
C 0.736 -0.771 -0.528 -0.61 1.18 1.13 -0.2954
C -0.114 -0.487 -1.485 -1.16 1.30 1.45 -0.2321
N -1.556 0.655 -1.003 1.61 -0.88 1.02 -0.1652
N -1.678 1.013 0.119 1.88 -0.93 -0.06 -0.1649
C -0.288 0.691 1.377 -1.00 -0.17 -2.03 -0.2296
C 0.742 0.014 0.929 -0.72 -0.50 -1.49 -0.2976
H 1.548 -1.506 -0.462 -0.47 0.34 -0.66 0.2973
H -0.412 -0.674 -2.513 0.51 -0.34 0.52 0.3954
H -0.713 1.243 2.211 0.74 -0.30 -0.20 0.3951
H 1.735 -0.177 1.355 -0.77 0.29 0.33 0.2969
```
Positions in Å, forces in eV/Å.

Summary:
Energy above the lowest of the compared OMol25 structures with the same formula, charge and spin in kcal per mole: 118.1
HOMO in eV: -8.2



Calculated total energy / eV: -52126.520, -13139.776, -55367.358, -33178.294, -7187.569